The following is a quantum chemistry calculation of a molecular structure, C22H29I2IrN3O4Si, from OMol25.

2S+1	2
DFT total energy	-2309.5238	Eh
largest force on an atom	2.9	eV/Å
HOMO (spin up / spin down)	-13.74 / -13.77	eV
orbital gap (spin up / spin down)	5.97 / 5.33	eV
charge	+2

Each line ends with the Löwdin spin population.
Atoms and positions in Å:
1 Ir -0.49 0.32 0.33  0.005
2 C 0.30 -0.21 5.04  0.000
3 N 1.40 0.28 4.24  0.000
4 C 2.71 0.21 4.85  0.000
5 C 1.18 0.67 2.99  0.000
6 O 0.03 0.73 2.52  0.002
7 C 2.40 1.02 2.11  0.000
8 O 2.07 0.99 0.73  0.000
9 C 2.37 2.13 -0.05  0.000
10 C 1.10 2.98 -0.26  0.000
11 O 0.02 2.55 0.15  0.003
12 N 1.22 4.15 -0.87  0.000
13 C 2.43 4.64 -1.49  0.000
14 C 0.09 5.06 -0.88  0.000
15 H 0.25 0.33 5.99  0.000
16 H -0.63 -0.07 4.50  0.000
17 H 0.45 -1.27 5.25  0.000
18 H 2.59 0.25 5.93  0.000
19 H 3.21 -0.73 4.60  0.000
20 H 3.35 1.04 4.56  0.000
21 H 2.77 2.01 2.41  0.000
22 H 3.18 0.28 2.27  0.000
23 H 3.16 2.73 0.40  0.000
24 H 2.72 1.75 -1.02  0.000
25 H 3.03 3.83 -1.88  0.000
26 H 2.14 5.28 -2.33  0.000
27 H 3.02 5.24 -0.80  0.000
28 H -0.70 4.66 -0.25  0.000
29 H 0.40 6.03 -0.50  0.000
30 H -0.28 5.20 -1.90  0.000
31 I -5.84 0.87 -0.18  0.074
32 C -4.43 0.84 -1.71  0.158
33 C -4.78 0.89 -3.05  -0.015
34 C -3.82 0.81 -4.05  0.213
35 I -4.49 0.83 -6.04  0.098
36 C -2.43 0.69 -3.73  0.027
37 C -1.39 0.58 -4.67  0.018
38 C -0.09 0.50 -4.23  0.008
39 C 0.18 0.56 -2.87  0.007
40 N -0.79 0.66 -1.96  0.017
41 C -2.07 0.70 -2.36  0.057
42 C -3.06 0.74 -1.30  0.121
43 O -2.73 0.66 -0.10  0.213
44 H -5.82 0.99 -3.32  -0.003
45 H -1.62 0.56 -5.73  0.001
46 H 0.73 0.41 -4.94  0.000
47 H 1.19 0.52 -2.49  0.000
48 C 0.12 -5.34 -1.37  0.000
49 Si -0.30 -4.74 0.40  0.000
50 C 1.04 -5.29 1.66  0.000
51 C -2.05 -5.26 0.96  0.000
52 C -0.16 -2.88 0.36  -0.002
53 C -0.15 -1.65 0.30  -0.003
54 H 0.11 -6.42 -1.40  0.000
55 H 1.10 -5.00 -1.68  0.000
56 H -0.61 -4.97 -2.09  0.000
57 H 1.06 -6.38 1.70  0.000
58 H 0.81 -4.92 2.65  0.000
59 H 2.02 -4.94 1.37  0.000
60 H -2.13 -6.35 1.00  0.000
61 H -2.80 -4.89 0.27  0.000
62 H -2.27 -4.88 1.95  0.000

The following is a quantum chemistry calculation of a single C22H29N3O3 molecule, from OMol25.

SMILES	Cc1cccc(Cc2nnc(CCC(=O)N(CC3CC3)C[C@H]3CCCO3)o2)c1
DFT total energy	-1244.9585	Eh
largest force on an atom	17.5	eV/Å
HOMO	-7.58	eV
orbital gap	8.35	eV

Each line ends with the Mulliken charge.
Atoms and positions in Å:
1 C 5.33 4.34 -1.81  -1.406
2 C 5.30 2.91 -1.24  0.781
3 C 6.55 2.33 -1.45  -0.673
4 C 6.61 0.98 -0.93  -0.294
5 C 5.50 0.49 -0.28  -0.555
6 C 4.45 1.26 0.17  0.819
7 C 3.53 0.71 1.20  -1.420
8 C 2.29 0.63 0.24  0.704
9 N 1.11 1.66 0.02  -1.401
10 N 0.32 1.03 -0.60  0.718
11 C 0.76 -0.11 -1.19  0.252
12 C 0.00 -0.86 -2.04  -0.831
13 C -1.41 -0.74 -1.86  -1.361
14 C -1.79 -1.16 -0.35  0.781
15 O -1.02 -1.81 0.18  -0.560
16 N -2.94 -0.80 0.08  0.239
17 C -4.03 0.04 -0.61  -0.874
18 C -4.10 1.34 -0.35  0.297
19 C -2.74 2.18 -0.05  -0.498
20 C -3.92 2.59 -1.20  -0.953
21 C -3.42 -1.21 1.39  -1.990
22 C -4.48 -2.43 1.41  0.747
23 C -3.80 -3.55 0.92  -0.712
24 C -2.97 -3.95 2.39  -0.934
25 C -3.90 -3.55 3.40  -0.488
26 O -4.85 -2.59 2.76  -0.570
27 O 1.98 -0.24 -0.40  -0.143
28 C 4.35 2.38 -0.35  -0.188
29 H 5.59 4.35 -2.83  0.397
30 H 6.01 5.03 -1.11  0.239
31 H 4.36 4.72 -1.97  0.466
32 H 7.34 2.37 -2.28  0.241
33 H 7.50 0.18 -1.21  0.201
34 H 5.60 -0.52 0.36  0.122
35 H 3.62 -0.21 1.53  0.679
36 H 3.08 1.40 1.87  0.339
37 H 0.55 -1.99 -1.71  0.140
38 H 0.42 -0.85 -3.05  0.424
39 H -1.71 0.05 -2.10  1.104
40 H -1.90 -1.63 -2.64  0.223
41 H -3.88 -0.05 -1.90  0.322
42 H -5.20 -0.48 -0.76  0.264
43 H -5.12 1.51 0.30  0.265
44 H -2.91 3.01 0.61  0.341
45 H -1.81 1.70 -0.42  0.171
46 H -4.27 3.49 -1.07  0.473
47 H -3.41 2.32 -2.33  0.157
48 H -2.49 -1.28 2.02  0.619
49 H -3.90 -0.55 1.59  0.757
50 H -5.33 -2.30 0.65  0.267
51 H -4.41 -4.59 0.78  0.333
52 H -2.95 -3.71 0.33  0.341
53 H -2.08 -3.58 2.41  0.456
54 H -2.94 -5.08 2.42  0.399
55 H -4.52 -4.21 3.79  0.400
56 H -3.40 -2.77 4.05  0.257
57 H 3.50 3.24 -0.14  0.118